Below is one molecule with the formula C21H29N3O3, with properties calculated with the ωB97M-V functional and the def2-TZVPD basis.

Structure (ORCA input):
```
! wB97M-V def2-TZVPD RIJCOSX def2/J DEFGRID3
* xyz 0 1
O -0.201 3.377 0.321
O -3.215 1.992 2.853
O 1.893 1.196 3.723
N -0.957 1.806 4.417
N -1.394 0.847 3.485
N 1.015 2.125 1.815
C -2.764 -0.125 1.770
C 0.819 0.279 -4.016
C 1.339 -2.143 -3.789
C -2.027 -0.954 -0.541
C 0.631 -0.970 -4.400
C -0.527 3.643 2.721
C 2.376 2.081 -0.200
C 3.126 1.375 -1.123
C 1.109 1.924 3.178
C 0.730 -2.512 -2.430
C -1.323 -2.247 -0.135
C 0.067 3.082 1.452
C 1.967 0.039 1.011
C -1.911 0.139 0.520
C -2.523 1.000 2.747
C 2.725 -0.656 0.086
C -1.365 -3.328 -1.218
C 1.796 1.410 0.868
C 3.304 0.009 -0.982
C 0.007 2.750 3.846
C -0.734 -2.928 -2.553
H -1.797 -2.656 0.761
H 1.283 -3.003 -4.459
H 2.392 -1.895 -3.638
H -0.861 -0.009 3.482
H 0.814 -1.643 -1.776
H -0.805 -3.781 -3.233
H -2.407 -3.605 -1.399
H 1.303 -3.330 -1.987
H -1.617 3.628 2.655
H -3.080 -1.158 -0.748
H 3.578 1.898 -1.952
H 0.279 1.101 -4.454
H -0.088 -1.194 -5.177
H 1.522 0.533 -3.239
H 1.525 -0.477 1.849
H -0.213 4.682 2.830
H -3.819 -0.134 1.498
H -1.302 -2.110 -2.997
H 0.416 3.310 4.690
H 3.893 -0.538 -1.702
H -2.220 1.093 0.088
H -1.572 -0.572 -1.455
H -1.785 2.314 4.734
H 2.862 -1.721 0.201
H -0.284 -2.024 0.116
H -0.861 0.234 0.806
H -2.500 -1.081 2.221
H -0.852 -4.214 -0.836
H 2.236 3.145 -0.309
*
```

Results
- orbital gap (eV) = 10.1
- LUMO level (eV) = 0.73
- HOMO energy (eV) = -9.355
- SMILES string = C=CCCCCCCCCC(=O)NN[C@@H]1CC(=O)N(c2ccccc2)C1=O
- energy relative to the best compared isomer or geometry (same formula, charge and spin) (eV) = 2.519